The following is a DFT calculation (wB97M-V/def2-TZVPD) of 3 unconnected molecules or ions with the total composition C2H11NO2.

XYZ file:
```
16
Properties=species:S:1:pos:R:3:mulliken_charge:R:1
O 0.22 1.30 -2.77 -0.645
O -1.51 2.06 0.85 -0.627
N 0.22 -1.24 -0.13 -0.196
C -0.69 -1.53 0.99 -0.835
C 1.27 -0.35 0.21 -0.808
H -1.63 2.74 0.17 0.316
H 0.40 1.39 -1.83 0.329
H -1.43 -0.73 1.07 0.230
H 0.51 -2.11 -0.52 0.251
H -0.39 0.57 -2.89 0.323
H -1.27 -2.43 0.86 0.336
H 2.23 -0.65 -0.25 0.349
H -0.58 2.15 1.14 0.318
H 1.17 0.69 -0.10 0.087
H 1.59 -0.29 1.27 0.282
H -0.12 -1.58 1.94 0.291
```

Values from the calculation:
- energy above the lowest of the compared OMol25 structures with the same formula, charge and spin (eV) = 1.152
- HOMO level (eV) = -9.0
- SMILES string = CNC.O.O
- E_LUMO (eV) = 0.696
- E_tot (Ha) = -287.99616

The following is a DFT calculation (wB97M-V/def2-TZVPD) of a molecular structure, C42H56BMnN10S5Se.

XYZ file:
```
116
Properties=species:S:1:pos:R:3:mulliken_charge:R:1
Se -0.26 -2.05 -2.42 0.369
Mn 0.91 -2.53 -0.10 0.033
S 1.69 -6.89 -1.79 -0.223
S 1.91 -2.75 2.24 -0.577
S -1.55 -0.31 -1.87 -0.285
S -1.33 -3.42 0.85 -0.440
S 5.71 -2.12 -0.60 -0.249
N 3.14 -2.30 -0.63 0.794
N 1.22 1.39 0.45 0.232
N 3.97 -0.13 -0.20 -0.027
N 1.38 -4.48 -0.96 0.336
N -0.65 -5.61 -1.34 -0.216
N -2.25 0.36 1.06 0.372
N 0.09 0.68 2.88 -0.034
N -1.59 -0.80 1.03 0.494
N 0.54 -0.45 2.32 0.371
N 0.25 0.53 0.01 1.100
C -4.69 2.13 2.54 -1.503
C 3.66 -3.56 -0.89 -0.582
C 1.07 -0.95 -4.75 0.719
C -5.50 1.57 0.24 -1.885
C 0.30 -1.26 -7.03 0.606
C 0.45 -1.04 -8.51 -1.542
C 2.75 -4.67 -1.14 -0.201
C 1.35 2.58 -0.09 0.309
C 0.95 3.11 5.29 -1.590
C 0.60 2.98 -1.21 -1.262
C -0.99 2.41 -3.06 -1.714
C 2.09 -0.39 -3.79 -1.231
C -4.30 -3.33 1.55 -1.844
C -3.60 -2.02 1.39 0.204
C 2.38 3.52 0.52 2.000
C 3.09 -5.91 -1.57 -0.539
C 2.97 2.97 1.83 -1.365
C 1.22 0.11 4.88 -1.032
C 4.11 -1.44 -0.45 0.033
C -4.26 1.71 1.13 2.356
C 1.21 -0.74 -6.12 -1.198
C -1.14 1.83 5.84 -1.930
C -0.02 -1.70 -4.31 0.519
C 0.70 -5.55 -1.30 0.258
C 0.40 0.97 4.11 0.192
C 5.00 -3.65 -0.91 -0.403
C 1.68 -1.05 4.33 0.146
C -0.77 -2.01 -6.55 -1.003
C -3.54 0.38 1.21 -0.028
C -2.20 -1.99 1.12 0.892
C -0.44 0.84 -1.16 0.754
C -3.35 2.78 0.51 -1.431
C 3.49 3.79 -0.50 -1.764
C -0.94 3.04 3.66 -0.208
C -2.13 -3.08 -4.74 -1.413
C -0.26 2.07 -1.79 0.458
C 1.33 -1.33 2.97 0.825
C 2.52 -2.01 5.10 -1.856
C -0.95 -2.25 -5.20 0.546
C -4.25 -0.83 1.43 -0.785
C 1.68 4.85 0.86 -1.471
C -0.17 2.24 4.71 2.371
B -0.03 -0.66 0.87 -0.586
H -0.48 -0.66 -8.94 0.370
H 1.61 0.18 -2.99 0.037
H -1.85 1.08 5.47 0.331
H -1.68 2.40 3.18 -0.586
H -2.72 -2.54 -4.00 0.233
H 3.10 0.25 0.16 -0.423
H 1.25 -0.34 -8.73 0.351
H -0.61 1.41 6.69 0.375
H 2.42 5.57 1.23 0.504
H 2.65 -1.20 -3.32 0.265
H -5.32 -0.80 1.61 0.406
H -5.31 -3.18 1.91 0.418
H -6.28 0.96 0.70 0.380
H 1.64 3.42 4.50 0.177
H -5.25 1.14 -0.73 0.333
H 1.19 5.29 -0.01 0.307
H -1.70 2.70 6.18 0.507
H -4.33 -3.85 0.59 0.317
H -3.85 3.75 0.53 0.603
H 3.49 -2.16 4.61 0.339
H 4.24 4.45 -0.07 0.478
H -1.49 -2.42 -7.25 0.415
H 4.07 -6.30 -1.79 0.439
H 3.09 4.27 -1.40 0.322
H 3.47 3.77 2.37 0.525
H -5.19 3.10 2.50 0.490
H -2.06 2.44 -2.89 0.280
H -3.11 2.52 -0.52 0.167
H -1.08 -6.52 -1.45 0.284
H -2.76 -3.34 -5.58 0.433
H 4.81 0.40 -0.05 0.298
H -2.41 2.86 1.06 0.037
H 0.53 4.01 5.75 0.496
H 2.79 0.25 -4.31 0.504
H 2.68 -1.66 6.12 0.409
H -5.94 2.56 0.07 0.473
H 3.70 2.18 1.65 0.163
H 1.46 0.36 5.90 0.375
H 2.04 -2.99 5.13 0.388
H 2.18 2.55 2.45 -0.132
H -0.27 3.40 2.88 -0.719
H 0.93 4.71 1.64 0.139
H 3.97 2.86 -0.81 0.258
H 0.67 -1.98 -9.01 0.335
H -1.17 -4.92 -0.83 -0.225
H -3.84 2.21 3.21 0.134
H 2.05 -0.16 -6.48 0.366
H 1.53 2.58 6.05 0.371
H -1.44 3.89 4.12 0.694
H -1.78 -4.00 -4.26 0.270
H 5.62 -4.51 -1.09 0.462
H -0.66 3.38 -3.43 0.496
H -3.75 -3.98 2.24 0.376
H 0.72 3.97 -1.64 0.440
H -5.39 1.40 2.97 0.365
H -0.81 1.65 -3.82 0.279
```

Values from the calculation:
- energy above the lowest of the compared OMol25 structures with the same formula, charge and spin (eV) = 1.289
- HOMO level (spin up / spin down) (eV) = -8.3 / -9.6
- net charge = +1
- E_LUMO (spin up / spin down) (eV) = -2.609 / -2.642
- E_tot (Ha) = -7749.81590
- multiplicity = 6
- ⟨S²⟩ = 9.07